Formula: C48H47Cl6N7O14
Source: the Open Molecules 2025 dataset
Level of theory: ωB97M-V with the def2-TZVPD basis set

XYZ file:
```
122
C48H47Cl6N7O14 | the Open Molecules 2025 dataset | ωB97M-V with the def2-TZVPD basis set
Cl 4.162 1.731 5.715
C 3.704 2.343 4.132
C 2.264 2.984 4.159
Cl 1.716 3.055 2.423
H 3.621 1.491 3.456
H 4.492 2.929 3.659
H 2.133 4.012 4.498
H 1.527 2.341 4.640
Cl 3.738 -1.833 4.165
C 4.121 -2.448 5.796
C 3.198 -1.987 6.835
Cl 3.171 -3.083 8.239
H 5.154 -2.144 5.967
H 4.047 -3.529 5.681
H 2.212 -2.097 6.385
H 3.374 -0.949 7.116
Cl 7.197 1.818 -4.473
C 5.833 2.598 -3.689
C 4.490 2.012 -4.157
Cl 4.190 2.597 -5.819
H 5.965 3.669 -3.844
H 5.958 2.445 -2.617
H 3.615 2.321 -3.585
H 4.505 0.923 -4.136
C -4.445 -6.405 6.436
C -3.386 -5.512 6.362
C -3.086 -4.805 5.178
C -3.860 -5.081 3.995
C -4.932 -5.989 4.059
C -5.200 -6.690 5.254
N -3.410 -4.470 2.709
O -2.307 -3.944 2.663
O -4.249 -4.494 1.809
H -4.673 -6.836 7.400
H -2.945 -5.039 7.227
H -2.261 -4.108 5.204
H -5.569 -6.139 3.200
H -6.098 -7.286 5.319
C -1.782 3.260 4.523
C -1.408 1.889 4.427
C -2.264 1.001 3.788
C -3.488 1.415 3.338
C -3.900 2.775 3.502
C -3.008 3.702 4.133
N -4.360 0.455 2.594
O -5.416 0.842 2.094
O -3.979 -0.783 2.525
H -1.116 4.020 4.905
H -0.426 1.597 4.771
H -1.839 0.018 3.648
H -4.880 3.105 3.191
H -3.181 4.755 4.296
C -3.194 -2.336 -2.079
C -2.061 -2.421 -2.866
C -1.326 -3.578 -2.882
C -1.659 -4.581 -1.992
C -2.720 -4.389 -1.104
C -3.551 -3.302 -1.185
N -0.851 -5.891 -2.063
O -1.195 -6.775 -1.303
O 0.031 -5.945 -2.898
H -3.884 -1.506 -2.119
H -1.704 -1.627 -3.505
H -0.391 -3.686 -3.412
H -2.919 -5.146 -0.360
H -4.421 -3.282 -0.546
C 0.639 5.418 -1.833
C 1.654 4.660 -2.275
C 2.401 5.112 -3.405
C 2.111 6.357 -4.036
C 1.012 7.078 -3.507
C 0.311 6.604 -2.431
N 2.951 6.820 -5.135
O 2.924 7.971 -5.528
O 3.696 6.001 -5.686
H 0.023 5.049 -1.027
H 1.925 3.724 -1.809
H 3.230 4.557 -3.818
H 0.772 8.008 -4.000
H -0.563 7.113 -2.055
C 0.431 -1.138 2.307
C -0.567 -1.387 1.423
C -0.531 -0.908 0.102
C 0.471 0.010 -0.277
C 1.532 0.159 0.625
C 1.530 -0.412 1.918
N 0.504 0.632 -1.661
O -0.339 0.272 -2.456
O 1.332 1.509 -1.841
H 0.365 -1.451 3.338
H -1.370 -1.960 1.863
H -1.373 -1.110 -0.543
H 2.400 0.696 0.271
H 2.327 -0.086 2.570
C 2.308 -2.204 -3.122
C 3.326 -2.249 -4.086
C 4.652 -2.270 -3.612
C 5.007 -2.227 -2.247
C 3.939 -2.286 -1.333
C 2.600 -2.224 -1.759
N 6.430 -2.076 -1.772
O 7.320 -1.911 -2.651
O 6.726 -2.316 -0.570
H 1.246 -2.198 -3.317
H 3.010 -2.330 -5.116
H 5.480 -2.277 -4.305
H 4.235 -2.150 -0.303
H 1.835 -2.224 -0.996
C -2.467 2.806 -3.559
C -3.395 1.816 -3.314
C -4.440 1.511 -4.149
C -4.637 2.278 -5.286
C -3.727 3.301 -5.576
C -2.604 3.586 -4.718
N -5.654 1.845 -6.267
O -6.559 1.026 -5.937
O -5.693 2.370 -7.328
H -1.670 2.912 -2.838
H -3.246 1.204 -2.437
H -5.061 0.679 -3.853
H -3.870 3.902 -6.462
H -1.967 4.423 -4.962
```

## Properties
Spin multiplicity ... 2
Lowest unoccupied orbital energy (alpha / beta) ... -5.20 / -9.20 eV
Total charge ... +1
⟨S²⟩ ... 0.7690
HOMO level (alpha / beta) ... -11.665 / -11.665 eV
Orbital gap (alpha / beta) ... 6.47 / 2.46 eV
Electronic energy ... -6053.9915 Eh
Energy relative to the best compared isomer or geometry (same formula, charge and spin) ... 0.0 kcal per mole

Formula: C48H47GeN5O2RhS4
Source: the Open Molecules 2025 dataset
Level of theory: ωB97M-V with the def2-TZVPD basis set

XYZ file:
```
108
C48H47GeN5O2RhS4 | the Open Molecules 2025 dataset | ωB97M-V with the def2-TZVPD basis set
Rh -0.282 0.722 -0.226
C 0.989 4.920 0.980
C -0.492 4.688 0.893
C -1.350 5.607 1.637
C -2.678 5.491 1.675
C -3.380 4.254 1.201
C -2.464 3.258 0.447
C -3.151 2.511 -0.683
C -1.042 3.680 0.187
N -0.303 2.821 -0.630
C 0.531 3.254 -1.491
C 0.554 4.675 -1.966
C 1.408 2.255 -2.100
C 2.420 2.744 -3.098
N 1.266 1.037 -1.729
C 2.176 0.098 -2.337
C 1.988 -0.325 -3.657
C 0.809 0.144 -4.476
C 2.930 -1.177 -4.216
C 4.039 -1.592 -3.492
C 4.205 -1.167 -2.186
C 3.274 -0.323 -1.586
C 3.466 0.170 -0.174
H 1.272 4.992 2.032
H 1.266 5.868 0.503
H 1.564 4.116 0.522
H -0.858 6.437 2.135
H -3.291 6.207 2.211
H -4.270 4.500 0.605
H -4.164 2.239 -0.384
H -2.611 1.600 -0.926
H -3.190 3.133 -1.583
H -0.259 5.236 -1.517
H 0.449 4.694 -3.053
H 1.498 5.169 -1.721
H 2.982 3.582 -2.682
H 1.913 3.106 -3.994
H 3.119 1.968 -3.386
H 0.008 0.515 -3.839
H 0.417 -0.677 -5.077
H 1.107 0.945 -5.160
H 2.789 -1.525 -5.234
H 4.762 -2.262 -3.943
H 5.063 -1.503 -1.611
H 4.172 -0.464 0.362
H 2.520 0.175 0.365
H 3.856 1.193 -0.175
S 4.830 -4.668 -0.880
C 3.462 -4.047 -1.585
S 2.354 -3.130 -0.601
C 1.337 -2.864 -2.013
N 1.787 -3.420 -3.070
N 2.987 -4.079 -2.861
C 3.544 -4.681 -4.044
C 2.764 -4.670 -5.205
C 3.238 -5.257 -6.366
C 4.491 -5.850 -6.400
C 5.273 -5.836 -5.258
C 4.810 -5.259 -4.080
S -0.159 -1.959 -2.140
H 1.793 -4.201 -5.185
H 2.616 -5.246 -7.253
H 4.857 -6.309 -7.311
H 6.263 -6.275 -5.268
H 5.428 -5.264 -3.201
C -1.894 -2.019 -0.093
C -0.566 -1.338 -0.371
O 0.395 -1.313 0.431
H -1.671 -3.064 0.132
H -2.542 -1.971 -0.963
H -2.394 -1.599 0.763
O -3.710 3.522 2.346
S -2.250 2.199 1.961
N -1.568 0.781 1.368
C -0.567 -4.658 3.671
C 0.340 -3.609 3.573
C -0.112 -2.321 3.318
C -1.474 -2.077 3.144
C -2.378 -3.132 3.244
C -1.926 -4.420 3.507
Ge -2.112 -0.244 2.927
C -4.069 -0.089 2.757
C -4.660 -0.322 1.513
C -6.007 -0.061 1.303
C -6.791 0.436 2.339
C -6.214 0.674 3.577
C -4.866 0.416 3.783
C -1.255 0.752 4.400
C -1.800 0.826 5.679
C -1.191 1.591 6.669
C -0.015 2.273 6.394
C 0.558 2.177 5.131
C -0.060 1.428 4.141
H -0.216 -5.660 3.886
H 1.400 -3.794 3.702
H 0.597 -1.504 3.238
H -3.441 -2.948 3.114
H -2.634 -5.237 3.590
H -4.061 -0.681 0.685
H -6.441 -0.235 0.326
H -7.840 0.646 2.177
H -6.811 1.080 4.385
H -4.429 0.640 4.750
H -2.709 0.281 5.915
H -1.638 1.653 7.654
H 0.451 2.879 7.162
H 1.488 2.693 4.917
H 0.380 1.374 3.151
```

## Properties
Spin multiplicity ... 2
Lowest unoccupied orbital energy (alpha / beta) ... -1.40 / -1.50 eV
Total charge ... 0
⟨S²⟩ ... 0.7821
HOMO level (alpha / beta) ... -6.751 / -7.385 eV
Orbital gap (alpha / beta) ... 5.36 / 5.88 eV
Electronic energy ... -6061.6188 Eh
Energy relative to the best compared isomer or geometry (same formula, charge and spin) ... 2.4 kcal per mole

Formula: C48H47N2O6P2Pd
Source: the Open Molecules 2025 dataset
Level of theory: ωB97M-V with the def2-TZVPD basis set

XYZ file:
```
106
C48H47N2O6P2Pd | the Open Molecules 2025 dataset | ωB97M-V with the def2-TZVPD basis set
C 0.039 1.246 1.162
N -0.375 -0.156 1.168
C 0.566 -1.100 1.752
N -1.688 -0.512 1.090
C -2.487 0.064 0.295
H 1.042 1.340 0.747
H -0.640 1.854 0.568
H 0.038 1.624 2.182
H 1.568 -0.924 1.365
H 0.571 -0.988 2.834
H 0.264 -2.115 1.502
H -3.517 -0.228 0.256
H -2.127 0.793 -0.402
C 4.017 -0.347 11.332
C 5.080 0.080 10.555
C 4.910 1.147 9.704
C 3.668 1.797 9.605
O 3.420 2.861 8.730
P 3.873 2.507 7.199
O 3.641 3.773 6.181
C 3.757 4.984 6.892
C 4.825 5.861 6.628
C 4.989 7.010 7.367
C 4.091 7.327 8.367
C 3.009 6.509 8.620
C 2.836 5.355 7.891
O 5.320 1.749 7.087
C 6.081 2.169 6.000
C 7.483 2.112 6.086
C 8.274 2.570 5.055
C 7.703 3.070 3.904
C 6.330 3.089 3.770
C 5.533 2.643 4.799
Pd 1.720 1.505 6.713
P 0.205 0.555 8.324
O 0.794 -0.661 9.233
C -0.063 -0.988 10.279
C -0.121 -2.312 10.747
C -0.966 -2.667 11.770
C -1.773 -1.721 12.374
C -1.724 -0.407 11.950
C -0.888 -0.052 10.924
O -0.298 1.923 9.077
C -1.635 2.241 8.769
C -2.550 2.523 9.801
C -3.876 2.776 9.528
C -4.327 2.787 8.225
C -3.446 2.563 7.186
C -2.123 2.298 7.453
O -0.856 -0.005 7.214
C -1.234 -1.336 7.484
C -2.536 -1.613 7.937
C -2.923 -2.899 8.230
C -2.042 -3.951 8.067
C -0.761 -3.710 7.616
C -0.357 -2.427 7.332
C 2.080 -0.195 5.348
C 3.365 -0.817 5.274
C 3.684 -1.858 6.168
C 4.885 -2.508 6.080
C 5.810 -2.141 5.117
C 5.546 -1.076 4.271
C 4.347 -0.418 4.342
C 1.698 1.014 4.662
C 0.450 1.571 4.884
C 2.618 1.364 10.434
C 2.798 0.294 11.278
H 4.145 -1.197 11.980
H 6.036 -0.413 10.620
H 5.723 1.499 9.095
H 5.526 5.591 5.859
H 5.835 7.650 7.181
H 4.253 8.203 8.973
H 2.312 6.760 9.403
H 2.013 4.695 8.097
H 7.925 1.722 6.985
H 9.347 2.548 5.150
H 8.325 3.457 3.112
H 5.879 3.458 2.865
H 4.466 2.670 4.698
H 0.500 -3.045 10.268
H -0.997 -3.690 12.111
H -2.422 -2.001 13.186
H -2.334 0.338 12.438
H -0.835 0.967 10.608
H -2.196 2.536 10.815
H -4.562 2.957 10.340
H -5.367 2.973 8.016
H -3.794 2.593 6.166
H -1.435 2.133 6.649
H -3.210 -0.787 8.066
H -3.912 -3.086 8.612
H -2.355 -4.958 8.291
H -0.072 -4.530 7.487
H 0.645 -2.246 6.997
H 1.301 -0.721 5.903
H 2.981 -2.104 6.945
H 5.117 -3.304 6.767
H 6.732 -2.686 5.020
H 6.297 -0.753 3.566
H 4.158 0.405 3.674
H 2.430 1.538 4.039
H -0.323 0.983 5.379
H 0.138 2.506 4.426
H 1.665 1.849 10.338
H 1.974 -0.059 11.878
```

## Properties
Lowest unoccupied orbital energy ... -3.82 eV
Total charge ... +1
HOMO level ... -9.459 eV
Orbital gap ... 5.64 eV
Electronic energy ... -3228.5063 Eh
Energy relative to the best compared isomer or geometry (same formula, charge and spin) ... 78.7 kcal per mole

Formula: C48H49BiGe2N2OS
Source: the Open Molecules 2025 dataset
Level of theory: ωB97M-V with the def2-TZVPD basis set

XYZ file:
```
104
C48H49BiGe2N2OS | the Open Molecules 2025 dataset | ωB97M-V with the def2-TZVPD basis set
Bi -0.007 -0.770 -1.323
C 3.997 -3.577 4.624
C 3.939 -2.914 3.281
C 3.594 -3.649 2.148
C 3.501 -3.046 0.909
C 3.751 -1.683 0.801
C 4.083 -0.928 1.913
C 4.189 -1.553 3.146
S 3.610 -0.859 -0.756
C 5.026 -1.559 -1.585
O 2.433 -1.496 -1.483
H 4.380 -4.593 4.546
H 3.000 -3.641 5.064
H 4.630 -3.022 5.313
H 3.393 -4.708 2.242
H 3.215 -3.618 0.037
H 4.263 0.133 1.821
H 4.452 -0.968 4.016
H 4.931 -2.642 -1.593
H 5.919 -1.253 -1.049
H 5.037 -1.164 -2.597
C -4.554 -2.479 1.640
C -4.652 -3.067 0.382
C -3.945 -2.551 -0.684
C -3.108 -1.445 -0.481
C -3.004 -0.858 0.789
C -3.738 -1.371 1.839
N -2.338 -0.920 -1.495
C -2.880 -0.881 -2.783
C -2.116 -1.182 -3.912
C -2.655 -1.016 -5.175
C -3.954 -0.551 -5.327
C -4.719 -0.258 -4.206
C -4.195 -0.430 -2.940
H -5.116 -2.887 2.467
H -5.280 -3.934 0.239
H -4.002 -3.009 -1.663
H -2.373 0.013 0.913
H -3.673 -0.909 2.814
H -1.117 -1.584 -3.817
H -2.059 -1.260 -6.041
H -4.371 -0.424 -6.315
H -5.728 0.109 -4.319
H -4.778 -0.179 -2.064
N 0.174 -0.210 0.749
C 0.085 -0.852 1.832
C 0.157 -0.005 3.064
C 0.950 -0.359 4.151
C 1.053 0.487 5.245
C 0.343 1.679 5.268
C -0.458 2.029 4.191
C -0.542 1.197 3.088
C -0.125 -2.317 2.007
C 0.271 -3.222 1.024
C 0.017 -4.575 1.160
C -0.638 -5.047 2.292
C -1.023 -4.158 3.282
C -0.763 -2.803 3.143
H 1.496 -1.292 4.130
H 1.682 0.214 6.081
H 0.414 2.332 6.126
H -1.011 2.958 4.205
H -1.132 1.485 2.230
H 0.830 -2.882 0.158
H 0.337 -5.263 0.390
H -0.836 -6.104 2.402
H -1.531 -4.517 4.166
H -1.083 -2.116 3.916
C 3.800 2.448 -1.861
Ge 2.196 2.974 -0.853
C 2.430 2.602 1.053
C 2.011 4.901 -1.157
Ge 0.160 1.950 -1.668
C -1.357 2.635 -0.619
C -2.664 2.188 -0.816
C -3.723 2.703 -0.084
C -3.497 3.683 0.870
C -2.207 4.138 1.084
C -1.152 3.615 0.351
C -0.088 2.403 -3.556
C -1.342 2.293 -4.160
C -1.528 2.630 -5.490
C -0.458 3.086 -6.246
C 0.795 3.198 -5.664
C 0.976 2.856 -4.332
H 4.569 2.099 -1.176
H 4.179 3.328 -2.377
H 3.621 1.668 -2.602
H 3.455 2.833 1.342
H 2.211 1.560 1.285
H 1.762 3.215 1.653
H 2.983 5.349 -0.951
H 1.271 5.373 -0.518
H 1.750 5.107 -2.193
H -2.872 1.424 -1.555
H -4.727 2.341 -0.263
H -4.321 4.090 1.438
H -2.018 4.902 1.825
H -0.156 3.974 0.564
H -2.198 1.953 -3.588
H -2.509 2.543 -5.936
H -0.601 3.356 -7.282
H 1.633 3.556 -6.247
H 1.967 2.950 -3.906
```

## Properties
Spin multiplicity ... 2
Lowest unoccupied orbital energy (alpha / beta) ... -2.35 / -4.74 eV
Total charge ... +1
⟨S²⟩ ... 0.7796
HOMO level (alpha / beta) ... -9.831 / -9.921 eV
Orbital gap (alpha / beta) ... 7.48 / 5.19 eV
Electronic energy ... -6809.6432 Eh
Energy relative to the best compared isomer or geometry (same formula, charge and spin) ... 6.1 kcal per mole